A molecular structure, C28H81N7O9 in a non-equilibrium geometry, computed with ωB97M-V with the def2-TZVPD basis set.

Cartesian coordinates (Å):
C 1.490 -2.086 4.049
H 1.665 2.936 1.861
C -0.306 2.515 -4.017
C -1.516 1.016 -2.735
H -0.074 -1.037 -1.728
O 0.969 -0.678 0.842
C -1.412 -3.064 -1.691
H 2.345 -2.121 -4.429
O -4.806 -2.142 2.956
H 2.336 -2.478 -1.319
H -0.644 -1.928 4.411
H -3.740 -0.424 3.584
N 0.317 -1.376 -2.596
H 5.250 3.413 -0.563
O -0.758 0.196 -0.084
H -0.622 1.819 3.406
H -1.019 1.897 5.954
H -1.414 1.353 -1.704
H -1.672 0.168 0.690
C 4.329 3.564 -1.125
C 0.075 -1.398 3.787
C -3.648 -1.324 2.976
H -0.220 4.711 2.835
H 2.013 -0.542 -1.030
C 0.051 1.689 5.933
C -2.771 2.684 -0.024
H 1.943 -1.907 5.024
O 0.267 0.342 5.560
H -2.266 2.071 -0.771
H 1.922 -4.266 0.170
C 2.992 -0.492 -6.499
C -0.148 2.558 2.759
H 2.348 1.575 -2.996
H -2.872 -0.617 -0.816
H 3.585 3.947 -0.426
H 1.486 0.761 -0.340
O 1.312 2.676 -1.448
H 3.532 0.306 -7.008
H -4.406 -2.944 4.843
H 1.433 0.115 1.111
H 0.044 3.151 -3.204
H -5.991 -3.332 4.244
C -0.746 2.478 1.291
C 0.812 1.520 -0.737
H 1.575 -3.167 3.939
H -0.438 1.527 0.857
H 1.058 -1.168 -5.159
H -3.099 0.504 -4.786
C 2.476 2.410 -2.308
N -1.959 -0.106 1.618
C 2.489 -0.542 -2.011
H -0.712 0.318 -2.971
N 4.812 1.612 -2.568
C 1.947 -1.111 -4.530
O -2.135 2.435 1.244
H -2.176 -3.776 -1.379
O -0.081 -3.339 -1.274
H 0.738 0.751 3.546
C -2.846 0.268 -2.850
O -1.607 1.972 -3.725
H 3.092 -1.450 -2.007
H 4.441 4.401 -1.814
H 0.234 0.888 -1.412
H -0.406 3.296 0.656
H 2.609 3.205 -3.041
H -1.026 -0.529 -0.649
H -0.335 3.152 -4.902
H -1.608 -3.144 -2.760
C 0.105 -3.266 0.133
H -1.083 -1.160 2.177
H -0.270 -4.187 0.578
H -5.637 -1.662 4.805
C 0.054 0.126 4.120
N 2.481 -2.290 -0.337
N -0.254 -1.688 2.412
H 3.754 1.574 -0.737
H -0.465 -1.353 -3.236
N -3.061 -0.271 -4.139
H -3.779 -1.654 -1.901
H -0.949 0.478 3.878
H 3.536 -1.411 -6.716
H 0.529 1.889 6.892
H -2.689 3.740 -0.280
H 3.105 0.356 -2.050
H -1.674 -2.064 -1.344
H -2.076 -1.620 -1.927
H 1.757 3.002 3.456
H -3.918 -0.550 0.952
H -1.625 3.924 3.660
H -1.847 -2.756 1.399
H -2.840 -1.861 3.472
H 1.012 0.435 -3.345
H 5.097 2.131 -3.386
H 2.152 -1.613 3.323
H 5.674 1.478 -2.058
H -0.022 -0.153 0.419
H 3.157 -3.058 2.038
H -3.657 0.974 -2.674
C -3.124 -1.019 1.533
C -2.940 -0.960 -1.849
H 3.480 -2.352 -0.205
N 1.348 2.472 2.700
H -2.231 0.769 2.042
H -2.104 -1.946 -0.167
H -0.117 3.950 4.364
O 2.919 -0.279 -5.079
H 0.365 -1.116 1.856
C 3.847 2.177 -1.640
C -5.248 -2.536 4.283
H 1.741 -3.923 2.568
H -0.145 -2.292 0.554
H -4.019 -0.589 -4.142
C 1.681 -3.235 0.429
H 0.101 1.828 0.029
H 1.619 -2.147 2.284
C 1.430 -0.556 -3.169
H 0.536 2.366 5.231
C -2.561 -2.203 0.789
H 1.984 -0.472 -6.913
H -3.284 -2.958 0.480
H 1.662 -1.294 0.607
H -3.859 2.688 0.038
H 0.342 1.671 -4.253
C -0.575 3.837 3.381
C 2.070 -3.084 1.955

The calculation puts the largest force on an atom at 7.18 eV/Å. As for the charge: 0. The LUMO energy is 0.020 hartree. The relative energy (zero: lowest compared OMol25 entry of this formula, charge and spin) is 24.909 eV. For the total energy, the calculation gives -59180.4080 eV. Its gap between HOMO and LUMO is 7.7 eV.

Löwdin atomic charge list, values in e, 5 entries: number 1, C, carries -0.086; number 2, H, carries 0.074; number 3, C, carries -0.046; number 4, C, carries -0.249; number 5, H, carries 0.051

=====

A molecular structure, C43H57AsFIN7O7PSc in a non-equilibrium geometry, computed with ωB97M-V with the def2-TZVPD basis set.

Cartesian coordinates (Å):
O 1.673 -0.735 -1.496
C 3.310 -2.117 2.917
H 2.114 -4.352 -4.753
H 3.954 3.233 -1.292
H 3.377 -0.467 -3.585
C -1.917 1.576 0.373
H 2.162 4.766 -3.831
H 0.795 -5.087 -0.268
C -2.349 0.284 -4.122
H -2.163 6.658 2.915
H 3.452 0.051 -0.981
H -7.508 -0.270 1.231
H 1.319 5.136 0.871
N 2.719 -5.826 -0.803
N 2.105 -2.501 2.518
C -2.977 6.174 2.463
H -2.862 -0.957 -1.690
C -1.466 -3.251 1.563
H -5.599 -2.581 0.915
C 3.040 -3.072 5.091
C 2.548 -2.335 -4.259
C 3.628 -1.497 -3.584
H -1.789 0.661 -4.960
H -2.329 -2.544 -2.121
H 2.286 -0.859 -5.936
H 1.610 6.389 -0.422
C 5.141 -1.757 4.514
H -5.539 6.229 1.716
H 2.844 -4.156 -3.112
Sc 1.211 -1.902 0.315
C -2.667 -1.609 -2.575
H 2.958 2.539 -0.060
H -4.000 6.239 4.279
H -3.622 -1.763 -3.113
H 1.193 -4.091 5.271
H -1.081 1.571 -0.302
O -0.529 -0.595 -2.893
H 2.813 1.911 -1.691
C 5.203 -0.623 2.390
H -6.010 -0.569 3.244
O 1.225 -2.033 -3.810
H 2.916 5.408 0.272
N 3.423 -1.024 0.815
H -5.121 1.660 2.550
C 1.414 -3.185 3.369
H -1.871 4.310 1.984
O -0.246 -3.277 1.107
H 5.640 1.246 -0.345
H 6.738 0.745 1.686
H 1.502 -2.426 -6.104
C 5.170 0.527 0.289
C -3.613 0.421 1.679
C -5.588 -0.888 2.278
H 4.507 -3.091 -0.556
C 5.753 0.326 1.497
C 3.844 -2.356 4.178
C 3.773 -3.897 -0.526
H -5.991 -0.249 0.173
C -3.724 2.801 1.377
H 2.414 6.147 -2.789
H 3.617 4.810 -2.781
H 3.359 -3.263 6.110
H -3.872 -2.736 2.472
C -2.349 0.418 1.019
N -4.015 4.068 1.808
C -1.364 -1.934 -4.767
H -4.370 7.474 3.331
C 1.838 5.377 -0.053
H -6.250 5.961 3.368
C -5.258 4.272 2.533
H -3.350 -0.013 -4.533
C 2.510 5.050 -2.853
H -0.603 -1.415 -5.351
I 1.072 0.923 2.499
F -2.370 3.813 -0.219
H 4.856 -5.779 -1.085
H 5.525 -1.969 5.480
H -2.280 -2.118 -5.273
H 6.767 -0.561 3.854
C -2.835 4.651 2.441
C 1.822 -4.891 -0.445
C 2.431 -1.952 -5.757
C 2.975 2.804 -1.095
C -1.677 -0.998 -3.598
C 1.818 -3.485 4.637
C 3.957 -5.236 -0.774
H 2.503 -6.787 -0.961
H 3.752 -1.765 -2.510
H -5.246 3.751 3.565
H -7.096 -2.558 2.000
C 5.756 -0.938 3.649
C -2.648 2.714 0.450
N -4.221 6.463 3.303
N 2.409 -3.714 -0.331
H 3.255 -2.376 -6.347
H -3.149 6.572 1.444
As 1.508 4.097 -1.480
P 0.690 -1.518 -2.415
O -2.078 -4.205 1.983
H 3.886 -4.003 -4.480
H -2.693 4.318 3.524
H 4.609 -1.623 -4.084
C -3.448 -1.882 2.030
C 3.954 -0.111 0.006
C -6.476 -0.613 1.085
C -5.412 5.804 2.709
H -6.077 3.912 1.978
H -2.460 1.025 -3.316
O -0.571 -0.761 0.236
C -4.242 1.586 1.950
O 0.158 -2.663 -1.540
C 4.023 -1.258 1.986
C -1.604 -0.809 0.905
C 2.880 -3.842 -4.169
N -4.167 -0.751 2.131
C -2.161 -1.934 1.600
C -6.263 -2.027 1.549
H 0.435 -3.566 3.094
H -0.971 -2.874 -4.376

The calculation puts the largest force on an atom at 4.28 eV/Å. As for the charge: +1. The LUMO energy is -0.107 hartree. The relative energy (zero: lowest compared OMol25 entry of this formula, charge and spin) is 0.853 eV. For the total energy, the calculation gives -171928.8011 eV. Its gap between HOMO and LUMO is 5.6 eV.

Löwdin atomic charge list, values in e, 5 entries: number 1, O, carries -0.352; number 2, C, carries -0.186; number 3, H, carries 0.095; number 4, H, carries 0.019; number 5, H, carries 0.070